[1]
Entry from the Open Molecules 2025 dataset: one molecule with the formula C21H30N4OS (ωB97M-V/def2-TZVPD).

As for the highest occupied orbital energy: -8.013 eV. Its spin multiplicity is 1. The calculation puts the lowest unoccupied orbital energy at 0.6 eV.

Positions of all 57 atoms, in Å:
C 5.273 1.420 -3.482
S 5.432 0.086 -2.262
C 3.758 0.113 -1.548
C 3.556 1.252 -0.538
C 4.362 0.993 0.733
N 2.161 1.514 -0.223
C 1.442 2.250 -1.248
C 0.130 2.790 -0.680
C -0.737 1.692 -0.059
N -1.363 0.869 -1.072
N -0.884 0.767 -2.316
C -1.701 -0.038 -2.964
C -2.738 -0.486 -2.140
C -2.484 0.117 -0.924
N -3.154 0.034 0.288
C -4.372 -0.563 0.470
O -5.064 -0.962 -0.436
C -4.744 -0.716 1.933
C -4.312 -2.119 2.406
C -2.833 -2.320 2.230
C -1.942 -1.952 3.231
C -0.577 -2.107 3.053
C -0.087 -2.625 1.866
C -0.967 -2.986 0.858
C -2.330 -2.838 1.042
C 0.120 0.850 0.896
C 1.382 0.364 0.190
H 6.215 1.463 -4.020
H 5.092 2.367 -2.981
H 4.463 1.188 -4.167
H 3.637 -0.857 -1.067
H 3.055 0.190 -2.378
H 3.937 2.179 -0.984
H 4.203 1.803 1.440
H 4.074 0.057 1.203
H 5.419 0.936 0.486
H 2.057 3.095 -1.567
H 1.209 1.628 -2.124
H 0.355 3.516 0.103
H -0.424 3.287 -1.476
H -1.551 2.172 0.504
H -1.520 -0.272 -3.994
H -3.554 -1.133 -2.380
H -2.643 0.331 1.106
H -4.264 0.051 2.545
H -5.826 -0.626 2.028
H -4.857 -2.860 1.820
H -4.586 -2.235 3.456
H -2.320 -1.549 4.160
H 0.104 -1.824 3.842
H 0.977 -2.748 1.726
H -0.591 -3.387 -0.071
H -3.013 -3.124 0.256
H -0.439 -0.012 1.266
H 0.408 1.472 1.744
H 1.968 -0.239 0.884
H 1.091 -0.270 -0.665

Löwdin atomic charge list, values in e, 5 entries:
1. C -0.404
2. S 0.801
3. C -0.458
4. C -0.440
5. C -0.062



[2]
Entry from the Open Molecules 2025 dataset: a 2-piece molecular cluster, C3H7N2O2 overall (ωB97M-V/def2-TZVPD).

As for the highest occupied orbital energy: -2.453 eV. Its net charge is -1. Its spin multiplicity is 1. The calculation puts the lowest unoccupied orbital energy at 4.0 eV.

Positions of all 14 atoms, in Å:
C -1.426 -0.294 -0.208
C 0.099 -0.189 0.085
C 0.987 -0.423 -0.991
N 2.100 1.374 1.928
N 1.409 2.388 1.749
O 0.362 2.394 1.009
O 2.201 -0.647 -0.955
H -1.752 0.499 -0.880
H -1.833 0.018 0.803
H 0.441 -0.695 1.011
H 0.526 -0.241 -1.950
H 2.909 1.536 2.588
H -1.755 -1.294 -0.329
H 0.095 0.903 0.276

Löwdin atomic charge list, values in e, 5 entries:
1. C -0.106
2. C -0.282
3. C -0.332
4. N -0.062
5. N -0.359



[3]
Entry from the Open Molecules 2025 dataset: a 10-piece molecular cluster, H20O10 overall (ωB97M-V/def2-TZVPD).

As for the highest occupied orbital energy: -11.139 eV. Its spin multiplicity is 1. The calculation puts the lowest unoccupied orbital energy at -0.4 eV.

Positions of all 30 atoms, in Å:
O -0.550 0.298 -0.453
H -0.709 -0.035 -1.343
H 0.082 -0.326 -0.078
O 0.315 -1.009 -4.191
H -0.514 -0.536 -4.330
H 0.690 -0.598 -3.404
O -2.313 -1.284 3.714
H -2.392 -1.301 2.753
H -1.525 -1.809 3.894
O 4.868 0.753 -1.502
H 3.949 1.023 -1.611
H 5.373 1.539 -1.740
O 3.479 -0.623 1.882
H 2.996 0.006 2.431
H 3.805 -0.091 1.148
O -2.721 0.565 -0.689
H -3.378 0.923 -0.082
H -2.425 -0.247 -0.263
O 0.746 2.394 -3.238
H 0.631 1.777 -3.970
H 0.944 1.828 -2.483
O -3.038 -1.250 -2.855
H -2.587 -0.421 -2.659
H -3.205 -1.637 -1.987
O -2.344 1.610 4.055
H -2.030 1.142 3.273
H -1.759 2.372 4.123
O 0.992 -1.391 3.048
H 1.690 -1.340 3.711
H 0.931 -2.331 2.844

Löwdin atomic charge list, values in e, 5 entries:
1. O -0.066
2. H 0.027
3. H 0.058
4. O -0.042
5. H 0.032



Number 1: energy -41107.68585 eV, frontier orbital gap 8.59 eV. Number 2: energy -10297.27466 eV, frontier orbital gap 6.46 eV. Number 3: energy -20798.16861 eV, frontier orbital gap 10.71 eV.